No. 1
DFT (the ωB97M-V functional and the def2-TZVPD basis) results for the ion C5H10N with charge +1.

ORCA input file:
```
! wB97M-V def2-TZVPD RIJCOSX def2/J DEFGRID3
* xyz 1 1
C -2.83585 0.15480 0.54046
C -1.84547 -0.06522 -0.50629
C -0.36495 -0.10358 -0.29598
N 1.03414 -0.05857 -0.12088
C 1.55904 1.26988 -0.04720
C 1.85929 -1.26335 -0.12212
H -3.54697 -0.62565 0.55257
H -3.19812 1.23031 0.27970
H -2.44816 -0.02361 1.57410
H -2.07801 -0.05296 -1.61279
H 0.87118 1.99701 -0.52672
H 1.85623 1.58892 0.98132
H 2.46211 1.53411 -0.72879
H 2.78380 -1.04357 0.35246
H 1.29409 -1.97069 0.51684
H 2.02363 -1.72182 -1.19318
*
```

Energy above the lowest of the compared OMol25 structures with the same formula, charge and spin ... 3.790 eV
SMILES ... CC=C=[N+](C)C
Total energy ... -6826.4120 eV

---

No. 2
DFT (the ωB97M-V functional and the def2-TZVPD basis) results for a cluster of 3 separate species, C31H44B3IO15S in total.

ORCA input file:
```
! wB97M-V def2-TZVPD RIJCOSX def2/J DEFGRID3
* xyz 0 1
C -2.30703 3.22299 4.09610
C -2.25692 2.21904 3.21340
C -1.18166 2.07580 2.16330
O -1.85206 2.25023 0.89716
S -2.26802 0.90344 0.19601
O -2.97299 0.08610 1.14932
O -2.98166 1.28096 -0.97982
C -0.69071 0.10444 -0.22404
O -0.18610 0.64489 -1.45040
C -0.86489 0.44372 -2.69457
C -0.15458 -0.48777 -3.67916
C -1.20635 -0.97174 -4.68475
C 1.01933 0.14882 -4.44106
C 0.65118 1.35164 -5.30518
C 2.24512 0.46473 -3.55485
B -1.02373 -1.48483 -0.49243
O -0.01074 -2.41108 -0.54190
C -2.47523 -2.01693 -0.87347
C -2.38408 -3.21012 -1.85956
C 0.41000 0.45032 0.85304
C 1.46394 -0.67608 0.97598
C 2.76173 -0.39450 1.67585
O 3.32206 0.60748 1.90411
I 3.77194 -2.26168 2.27609
B 1.21947 1.68577 0.15390
O 2.38429 1.41838 -0.49622
O 0.76207 3.00716 0.18140
C -0.21532 0.85641 2.23116
C 0.83937 1.35707 3.21938
O 1.41763 0.23063 3.85111
O 2.24620 0.74269 4.89213
B -0.87462 -0.42113 2.96222
O -1.09736 -1.58404 2.20586
C -1.35575 -0.48328 4.45855
C -0.64001 -1.61883 5.23954
H -3.25930 3.64092 4.39496
H -1.38966 3.64310 4.49675
H -3.04770 1.47590 3.22877
H -0.56357 2.96534 2.26092
H -0.91281 1.42256 -3.17794
H -1.90568 0.14575 -2.62792
H 0.22874 -1.37896 -3.16953
H -1.80941 -0.14025 -5.05635
H -0.73679 -1.41595 -5.55920
H -1.87385 -1.71782 -4.25656
H 1.36827 -0.62165 -5.13559
H 1.47603 1.64093 -5.95352
H 0.46167 2.21628 -4.65982
H -0.25691 1.20837 -5.88765
H 2.39831 1.54051 -3.45800
H 2.12003 0.00462 -2.57702
H 3.14558 0.04272 -3.99888
H -0.07107 -3.07332 0.15407
H -3.08028 -1.25019 -1.35096
H -2.94283 -2.37707 0.04566
H -1.58455 -3.04819 -2.57915
H -3.30578 -3.25742 -2.44231
H -2.25546 -4.16087 -1.34978
H 1.06117 -1.59469 1.38388
H 1.76450 -0.96596 -0.03331
H 2.53682 2.05216 -1.20439
H 0.15705 3.15688 -0.55439
H 1.59306 2.03040 2.80273
H 0.32147 1.93587 3.99285
H 2.09632 0.13063 5.62680
H -2.05412 -1.67991 2.10489
H -1.18712 0.45868 4.97827
H -2.43684 -0.65479 4.47759
H -0.34348 -1.23387 6.21652
H -1.27710 -2.48027 5.41534
H 0.28532 -1.91026 4.74515
O -1.63439 -2.14571 -7.64810
C -2.70644 -2.64143 -7.92054
C -3.50688 -3.35340 -6.89237
C -4.68267 -3.89898 -7.18966
C -5.24534 -3.81801 -8.56225
O -6.31666 -4.31337 -8.83250
C -4.44354 -3.10544 -9.59009
C -3.26784 -2.55979 -9.29224
H -3.07794 -3.39979 -5.89923
H -5.28334 -4.42312 -6.45732
H -4.87207 -3.05917 -10.58302
H -2.66687 -2.03544 -10.02418
O 5.83077 0.27738 7.98724
C 5.73708 1.46521 7.76612
C 6.43053 2.46468 8.61861
C 6.32340 3.76833 8.37835
C 5.50735 4.28034 7.24708
O 5.41184 5.46841 7.02968
C 4.81497 3.28054 6.39528
C 4.92273 1.97703 6.63560
H 7.01929 2.06968 9.43669
H 6.81844 4.51491 8.98621
H 4.22537 3.67266 5.57635
H 4.42764 1.23361 6.02318
*
```

SMILES ... C=C[C@@H]1OS(=O)(=O)[C@](OC[C@@H](C)C(C)C)(B(O)CC)[C@@](CC(=O)I)(B(O)O)[C@]1(COO)B(O)CC.O=C1C=CC(=O)C=C1.O=C1C=CC(=O)C=C1
Total energy ... -84535.6513 eV

---

No. 3
DFT (the ωB97M-V functional and the def2-TZVPD basis) results for the molecule C5H8ClN3S.

ORCA input file:
```
! wB97M-V def2-TZVPD RIJCOSX def2/J DEFGRID3
* xyz 0 1
C -1.35042 1.71761 0.06427
C -1.73901 0.50071 0.51894
C 0.58567 -0.13167 -0.08774
C 2.25882 1.51096 -0.42254
C 0.41531 -2.60574 -0.01805
N -0.15542 2.13442 -0.20041
N 0.84745 1.13553 -0.21625
N -2.48821 -0.46605 0.64413
S 1.71583 -1.34024 0.05817
Cl -4.26856 -0.71028 -0.39072
H -2.03724 2.57851 0.20924
H 2.42610 1.41344 -1.53027
H 2.46612 2.61536 -0.18976
H 3.02913 0.92037 0.15934
H 0.89194 -3.50266 -0.43164
H -0.15716 -2.05690 -0.77320
H 0.25851 -2.79818 1.06999
H -2.69888 -0.91519 1.53650
*
```

Energy above the lowest of the compared OMol25 structures with the same formula, charge and spin ... 5.006 eV
Total energy ... -33136.0722 eV

---

No. 4
DFT (the ωB97M-V functional and the def2-TZVPD basis) results for a structure of composition C12H32BBrGaN4O4.

ORCA input file:
```
! wB97M-V def2-TZVPD RIJCOSX def2/J DEFGRID3
* xyz -1 1
C 1.58295 -4.50074 1.77460
C 0.70649 -4.15069 2.97713
C -0.50264 -3.28675 2.65998
Br 0.09228 -1.63910 1.70621
Ga -2.04490 -4.24483 1.66512
B -3.90859 -3.50964 2.43721
N -4.98082 -4.44306 2.74379
O -4.21596 -2.19677 2.81272
H 2.37737 -3.76968 1.62092
H 2.04056 -5.48559 1.89803
H 0.98266 -4.53147 0.86242
H 0.29373 -5.07774 3.38848
H 1.32953 -3.68677 3.75433
H -0.89298 -2.86143 3.58483
H -1.82076 -4.11154 0.07459
H -1.90092 -5.81280 2.11924
H -4.66074 -5.40358 2.70843
H -5.43399 -4.28580 3.63928
H -4.22904 -1.60742 2.04222
C 3.52250 3.04697 -0.92908
C 2.82458 2.50353 0.30203
O 2.95217 3.04604 1.39046
N 2.06194 1.39627 0.14324
C 1.82011 0.65077 -1.07529
H 4.08647 3.92423 -0.62974
H 4.20699 2.31471 -1.35790
H 2.81643 3.33379 -1.70791
H 1.61730 1.05913 0.98597
H 0.75609 0.63121 -1.31528
H 2.15310 -0.38247 -0.96780
H 2.35474 1.10774 -1.90228
C -7.20304 -0.06629 -0.32653
C -6.32127 -1.24815 0.01450
O -5.17815 -1.11355 0.40775
N -6.84473 -2.49520 -0.11382
C -8.16283 -2.87046 -0.55922
H -6.61993 0.83362 -0.15692
H -7.52406 -0.09770 -1.36866
H -8.09264 -0.04497 0.30421
H -6.20393 -3.22355 0.17507
H -8.70873 -3.40754 0.21977
H -8.11912 -3.51032 -1.44347
H -8.73359 -1.98213 -0.81703
C 5.58774 6.85041 -2.90322
C 5.87683 5.36706 -2.99486
O 4.99308 4.55220 -3.17899
N 7.17284 4.97101 -2.84954
C 8.33791 5.79163 -2.61312
H 4.51828 6.98192 -3.03403
H 5.88205 7.25085 -1.93243
H 6.11784 7.40781 -3.67665
H 7.29643 3.97251 -2.91092
H 9.07279 5.68286 -3.41343
H 8.82192 5.53466 -1.66894
H 8.04762 6.83680 -2.56546
*
```

Energy above the lowest of the compared OMol25 structures with the same formula, charge and spin ... 0.170 eV
Total energy ... -150211.8278 eV

---

No. 5
DFT (the ωB97M-V functional and the def2-TZVPD basis) results for the molecule C2H5NO2.

ORCA input file:
```
! wB97M-V def2-TZVPD RIJCOSX def2/J DEFGRID3
* xyz 0 1
C 1.61974 -0.35571 -0.00416
O 0.88334 0.84785 0.02924
C -0.42317 0.65614 0.14566
N -1.13786 -0.36147 0.12958
O -2.45038 0.16540 0.01911
H 1.99712 -0.61063 1.02872
H 0.97270 -1.19827 -0.25730
H 2.54216 -0.20114 -0.68958
H -0.83423 1.64691 -0.10749
H -3.16941 -0.58909 -0.29377
*
```

Energy above the lowest of the compared OMol25 structures with the same formula, charge and spin ... 3.806 eV
SMILES ... CO/C=N/O
Total energy ... -7736.9455 eV